(1)
Molecular formula: C28H33BCaCl3FMgN3O6S2
Method: DFT, the ωB97M-V functional and the def2-TZVPD basis

Results
HOMO energy	-0.1598	hartree
frontier orbital gap	0.11841	Eh
charge	-1
energy relative to the best compared isomer or geometry (same formula, charge and spin)	0.0	kcal/mol
LUMO	-1.1	eV

Structure (XYZ):
```
79
C28H33BCaCl3FMgN3O6S2 | the OMol25 dataset | the ωB97M-V functional and the def2-TZVPD basis
C 1.8989 -0.2013 0.7319
C 0.3755 0.3548 0.5063
B 0.3622 1.7220 -0.3918
O 1.1002 1.7596 -1.5988
C -0.5436 2.9557 0.1479
C -0.0059 4.1186 0.9014
N 1.4336 4.1728 1.2105
C 1.6471 3.5597 2.2781
O 1.7442 3.0489 3.3285
C -0.9862 5.1730 1.3298
C -2.4625 5.0837 1.0583
C -3.0208 3.8947 0.3296
C -2.0002 2.8599 -0.1197
S -2.7198 1.4179 -1.0093
C -4.2816 1.1530 -0.0372
C -4.7847 -0.2251 0.2960
C -5.9852 -0.3815 1.1089
C -6.7125 0.9132 1.5851
C -6.2065 2.2597 1.2653
C -4.9692 2.4684 0.4256
N -4.4740 3.7659 0.0900
H 2.2610 -0.7332 -0.2264
H 2.5491 0.7112 0.8743
H 1.9490 -0.9161 1.6541
H -0.0520 0.5536 1.5223
H -0.3359 -0.4550 0.0358
H 0.7613 1.0090 -2.1359
H -0.5967 6.0497 1.9139
H -3.1196 5.9258 1.4225
H -4.1843 -1.0880 -0.1098
H -6.3101 -1.4244 1.3462
H -7.6461 0.7654 2.1946
H -6.7486 3.1611 1.6437
H -4.9950 4.4234 0.6789
C 4.3177 4.0289 4.8212
C 5.5479 4.2589 5.4266
C 5.8533 5.5198 5.9254
C 4.9242 6.5491 5.8274
C 3.6928 6.3180 5.2254
C 3.3905 5.0592 4.7181
H 4.0809 3.0466 4.4295
H 6.2700 3.4541 5.5091
H 6.8155 5.7004 6.3916
H 5.1603 7.5316 6.2208
H 2.9675 7.1206 5.1505
H 2.4362 4.8825 4.2465
C 1.2354 -5.0040 -2.4906
C -0.0091 -4.5281 -1.7472
C -0.6242 -3.2695 -2.3640
C 0.3573 -2.1545 -2.3276
N 1.1215 -1.2909 -2.2993
H 2.0393 -4.2624 -2.4569
H 1.6244 -5.9249 -2.0401
H 1.0009 -5.2117 -3.5369
H 0.2572 -4.3395 -0.6858
H -0.7550 -5.3274 -1.7534
H -1.5187 -2.9747 -1.8081
H -0.9151 -3.4542 -3.4014
Mg 1.8406 -5.5149 0.1013
Cl -0.3097 -0.9693 2.8508
Cl -1.0848 5.2341 -1.2966
Cl -5.1675 1.9140 -1.9655
Ca 0.6197 -2.2518 1.0301
C 1.4829 -9.7179 0.7396
O 0.5526 -10.3969 1.2271
O 2.3413 -10.4880 -0.0128
O 1.7385 -8.4992 0.8293
H 1.8369 -11.3038 0.1549
F -5.2375 0.2127 3.7162
C 0.1538 -2.0852 -6.6869
S 0.1808 -3.8812 -6.8387
O 0.0664 -4.4469 -5.4601
C 1.9111 -4.0044 -7.3280
H -0.8374 -1.7837 -6.3482
H 0.9001 -1.7609 -5.9596
H 0.3555 -1.6345 -7.6595
H 2.5475 -3.5610 -6.5608
H 2.0569 -3.4928 -8.2803
H 2.1614 -5.0588 -7.4423
```


(2)
Molecular formula: C4H4N4O
Method: DFT, the ωB97M-V functional and the def2-TZVPD basis

Results
structure (SMILES)	O=c1cnn2n1N=CC2
HOMO energy	-0.3322	hartree
frontier orbital gap	0.33694	Eh
energy relative to the best compared isomer or geometry (same formula, charge and spin)	116.7	kcal/mol
LUMO	0.1	eV

Structure (XYZ):
```
13
C4H4N4O | the OMol25 dataset | the ωB97M-V functional and the def2-TZVPD basis
O -1.5171 1.4995 -1.9066
C -0.6858 0.8053 -1.3833
C -0.3637 -0.5428 -1.9171
N 0.4962 -1.1310 -1.2346
N 1.0490 -0.2638 -0.1981
N 0.2695 0.8738 -0.2593
N -0.5650 1.2286 0.6927
C -0.2789 0.4446 1.6787
C 0.9691 -0.6128 1.2619
H -1.1324 -0.9707 -2.6147
H -0.7772 0.8094 2.6736
H 0.5355 -1.6453 1.4071
H 2.0007 -0.4946 1.7996
```


(3)
Molecular formula: C12H16AsCl5ORh
Method: DFT, the ωB97M-V functional and the def2-TZVPD basis

Results
HOMO energy (spin up / spin down)	-0.4151 / -0.4761	hartree
frontier orbital gap (spin up / spin down)	0.28647 / 0.21926	Eh
charge	+1
spin multiplicity	5
LUMO (spin up / spin down)	-3.5 / -7.0	eV
⟨S²⟩	6.052

Structure (XYZ):
```
36
C12H16AsCl5ORh | the OMol25 dataset | the ωB97M-V functional and the def2-TZVPD basis
Rh 1.2462 1.3315 1.3345
Cl -5.0095 3.6965 -0.6466
C -3.6784 2.9109 0.1686
C -2.3734 3.0610 -0.3150
Cl -2.0721 4.0333 -1.7338
C -1.3090 2.4226 0.3510
Cl 0.3245 2.6086 -0.2518
C -1.4824 1.6170 1.5105
O -0.4863 1.0548 2.0846
C -2.8323 1.4969 1.9618
Cl -3.1689 0.5232 3.3899
C -3.9133 2.1290 1.3080
Cl -5.5442 1.9433 1.9099
C -0.1624 -1.7671 -2.6308
C 0.3444 -2.2265 -1.2726
As 0.9382 -0.7100 -0.1300
C 1.7289 -1.8678 1.2690
C 0.6433 -2.4885 2.1370
C 2.6745 -0.3283 -1.0069
C 2.5366 0.7696 -2.0545
H -0.5419 -2.6431 -3.1978
H 0.6542 -1.3140 -3.2205
H -0.9883 -1.0360 -2.5042
H 1.1742 -2.9514 -1.4090
H -0.4908 -2.7375 -0.7507
H 2.3840 -1.2419 1.9112
H 2.3451 -2.6648 0.8013
H 0.0380 -1.6903 2.6168
H 1.1108 -3.1090 2.9301
H -0.0219 -3.1350 1.5299
H 3.0943 -1.2555 -1.4503
H 3.3761 0.0418 -0.2294
H 1.8478 0.4775 -2.8669
H 3.5310 0.9857 -2.4987
H 2.1510 1.6962 -1.5787
H 1.9320 0.3676 2.5341
```